# 1
Density functional theory data (the ωB97M-V functional and the def2-TZVPD basis) for a 4-piece molecular cluster, H6IO3 overall.

Summary:
E_tot, a.u.: -526.9653
Orbital gap (spin up / spin down), eV: 11.81 / 6.75
E_HOMO (spin up / spin down), eV: -11.39 / -11.09
Multiplicity: 2
Relative energy (zero: lowest compared OMol25 entry of this formula, charge and spin), eV: 0.101
LUMO level (spin up / spin down), Ha: 0.0154 / -0.1596
Expectation value of S²: 0.75
Max |F|, eV/Å: 0.4

Each line ends with the Mulliken charge.
Element x y z (Å)
I (0.15066, -0.25872, 0.58279)  0.075
O (1.08285, 1.55738, -2.33485)  -0.559
H (0.71367, 1.02542, -1.62990)  0.239
H (0.51048, 1.39323, -3.08432)  0.316
O (0.69875, 0.84730, 3.93818)  -0.592
H (0.80689, 0.47248, 3.06408)  0.213
H (0.44206, 1.75573, 3.77969)  0.324
O (-1.37874, -2.63869, -1.37273)  -0.557
H (-1.18053, -1.88278, -0.81994)  0.226
H (-1.84607, -2.27137, -2.12300)  0.316

# 2
Density functional theory data (the ωB97M-V functional and the def2-TZVPD basis) for a 2-piece molecular cluster, C3H8F2N2 overall.

Summary:
E_tot, a.u.: -428.2478
Orbital gap (spin up / spin down), eV: 8.76 / 8.77
E_HOMO (spin up / spin down), eV: -8.03 / -8.04
Multiplicity: 1
Relative energy (zero: lowest compared OMol25 entry of this formula, charge and spin), eV: 2.926
LUMO level (spin up / spin down), Ha: 0.0268 / 0.0268
Max |F|, eV/Å: 5.0

Each line ends with the Mulliken charge.
Element x y z (Å)
C (-1.04027, -1.71946, 0.21392)  -1.110
C (-0.29091, 0.72687, 0.45780)  -0.219
C (-1.27025, -0.26901, -0.06693)  1.024
N (1.53471, -0.07326, -0.45372)  -0.734
N (-0.38827, 2.00114, 0.02984)  -0.358
F (-2.57281, 0.12584, 0.47202)  -0.330
F (-1.61614, -0.06416, -1.39143)  -0.324
H (-1.91783, -2.22816, -0.38917)  0.306
H (-1.09976, -1.78102, 1.37728)  0.278
H (0.01424, -2.13393, -0.09933)  0.315
H (0.30566, 0.51338, 1.45328)  0.336
H (1.83038, 0.60174, -1.16359)  0.201
H (2.18541, 0.25805, 0.26856)  0.199
H (-0.88523, 2.16885, -0.81921)  0.207
H (0.07072, 2.78550, 0.44322)  0.209

# 3
Density functional theory data (the ωB97M-V functional and the def2-TZVPD basis) for C26H31BrCuN5O5 as an isolated structure.

Summary:
E_tot, a.u.: -5873.9562
Orbital gap, eV: 6.79
E_HOMO, eV: -6.64
Multiplicity: 1
Relative energy (zero: lowest compared OMol25 entry of this formula, charge and spin), eV: 1.019
LUMO level, Ha: 0.0055
Max |F|, eV/Å: 0.6

Each line ends with the Mulliken charge.
Element x y z (Å)
Cu (0.41265, -0.64808, -0.00684)  0.844
N (0.55311, -0.86439, 2.27891)  -0.143
C (1.90607, -1.27343, 2.64760)  0.292
C (2.46656, -0.54006, 3.87729)  -1.185
C (2.33964, 0.99125, 3.81838)  0.844
C (3.63571, 1.74535, 3.53472)  -1.463
N (4.36417, 1.28651, 2.35481)  -0.017
C (3.99949, 1.49159, 1.09510)  0.226
N (2.98221, 2.28390, 0.77501)  -0.241
N (4.74029, 0.93546, 0.11326)  -0.522
C (2.90537, -1.22257, 1.45491)  0.098
O (4.09741, -1.48117, 1.72435)  -0.831
O (2.46769, -0.90768, 0.31442)  -0.487
H (0.37533, 0.12077, 2.44802)  0.002
H (-0.14454, -1.40395, 2.77230)  0.239
H (1.86753, -2.33906, 2.89136)  0.482
H (3.50866, -0.84708, 3.98233)  0.515
H (1.94193, -0.90054, 4.76463)  0.421
H (1.97796, 1.36574, 4.77915)  0.447
H (1.58785, 1.30593, 3.09591)  -0.603
H (4.32327, 1.63692, 4.37319)  0.462
H (3.43751, 2.81375, 3.42375)  0.375
H (4.97688, 0.49516, 2.48796)  0.414
H (2.21080, 2.45008, 1.41634)  0.087
H (2.66868, 2.24749, -0.18193)  0.328
H (5.21904, 0.09302, 0.41512)  0.360
H (4.20351, 0.73790, -0.71853)  0.288
C (-1.44197, -4.76773, -1.76135)  -0.202
C (-2.19050, -4.01901, -0.86929)  -0.906
C (-1.56736, -2.98471, -0.18784)  -0.099
N (-0.28182, -2.67610, -0.35262)  0.054
C (0.43757, -3.41099, -1.20396)  -0.302
C (-0.09873, -4.46279, -1.92787)  -0.885
H (-1.89648, -5.57703, -2.31825)  0.402
H (-3.24074, -4.21883, -0.70755)  0.453
H (-2.11908, -2.36318, 0.50818)  0.480
H (1.48175, -3.13049, -1.29312)  0.524
H (0.52480, -5.03029, -2.60565)  0.469
Br (-1.56263, 4.00359, 3.50988)  -0.191
C (-2.07977, 4.12659, 1.68475)  0.183
C (-2.96719, 5.14911, 1.37415)  -0.549
C (-3.42845, 5.29713, 0.07676)  -0.444
C (-3.01580, 4.40950, -0.90685)  -0.729
C (-2.14841, 3.38301, -0.57772)  -0.255
C (-1.65231, 3.22536, 0.71587)  0.225
C (-0.67442, 2.08684, 0.95345)  0.104
O (0.26481, 2.28137, 1.75476)  -0.729
O (-0.89294, 1.05032, 0.28378)  -0.395
H (-3.29486, 5.82235, 2.15400)  0.395
H (-4.11442, 6.10063, -0.15845)  0.375
H (-3.37222, 4.51280, -1.92350)  0.396
H (-1.82438, 2.66988, -1.32630)  0.338
C (0.52991, -1.35074, -4.22382)  -1.675
C (-0.26432, -0.81453, -3.05906)  0.532
O (0.29079, -0.21285, -2.15880)  -0.375
C (-1.73313, -1.05047, -3.00579)  0.640
C (-2.37973, -1.88643, -3.91405)  -0.446
C (-3.74601, -2.09847, -3.81486)  -0.718
C (-4.47453, -1.46570, -2.81622)  -0.509
C (-3.83576, -0.62430, -1.91370)  -0.768
C (-2.46854, -0.42047, -2.00025)  -0.295
H (1.56379, -1.03375, -4.11741)  0.361
H (0.12583, -0.98606, -5.16947)  0.427
H (0.48698, -2.44178, -4.24256)  0.325
H (-1.82212, -2.38273, -4.69753)  0.411
H (-4.24387, -2.75238, -4.51911)  0.417
H (-5.54275, -1.62711, -2.74369)  0.416
H (-4.40235, -0.12550, -1.13775)  0.484
H (-1.95341, 0.22313, -1.29271)  0.829

> Which of these has the highest E_tot?

C3H8F2N2